No. 1
# C40H84N4O18

11 unconnected molecules or ions with the total composition C40H84N4O18 in a non-equilibrium geometry (ωB97M-V with the def2-TZVPD basis set, the OMol25 dataset).

The calculation puts the energy relative to the best compared isomer or geometry (same formula, charge and spin) at 0.0 kJ/mol. As for the total energy: -3147.9724 a.u. Its SMILES is CCOC(C)=O.CCOC(C)=O.CCOC(C)=O.CCOC(C)=O.CCOC(C)=O.CCOC(C)=O.CCOC(C)=O.CN(C)C=O.CN(C)C=O.CN(C)C=O.CN(C)C=O. The calculation puts the frontier orbital gap at 0.34125 Ha. The value obtained for the LUMO energy is 0.36 eV. As for the multiplicity: 1.

XYZ file:
```
146
C40H84N4O18 | the OMol25 dataset | ωB97M-V with the def2-TZVPD basis set
C 4.3198 1.9390 -2.1713
C 5.5946 1.1576 -1.9980
O 6.6462 1.8694 -2.6850
C 7.5998 1.1371 -3.2797
C 8.6631 2.0082 -3.9070
O 7.5934 -0.0648 -3.3125
H 4.4398 2.9588 -1.8155
H 3.5402 1.4553 -1.5729
H 3.9755 1.9017 -3.2061
H 5.8522 1.0987 -0.9340
H 5.5496 0.1149 -2.3101
H 9.0367 1.5041 -4.7960
H 9.5011 2.0635 -3.2118
H 8.2761 2.9879 -4.1645
C 1.6485 2.5182 0.7923
C 2.7736 2.4366 1.8056
O 2.2718 2.5554 3.1404
C 1.9114 1.4193 3.7502
C 1.3416 1.6242 5.1312
O 2.0145 0.3306 3.2441
H 1.1613 3.4915 0.7725
H 0.9492 1.6989 0.9553
H 2.0703 2.3608 -0.2086
H 3.3032 1.4933 1.6769
H 3.4857 3.2506 1.6863
H 0.3515 1.1774 5.1652
H 1.2802 2.6652 5.4366
H 2.0327 1.1246 5.8130
C 0.8384 -1.0651 -1.0512
C -0.4690 -0.4271 -0.6513
O -0.4686 -0.3346 0.7696
C -1.5204 0.2709 1.3331
C -1.5380 0.1250 2.8246
O -2.3683 0.8631 0.7087
H 1.7065 -0.4874 -0.7354
H 0.9078 -1.1209 -2.1391
H 0.8338 -2.0756 -0.6382
H -0.5838 0.5548 -1.1131
H -1.3194 -1.0338 -0.9713
H -1.2835 -0.8891 3.1320
H -2.5114 0.3794 3.2290
H -0.8233 0.8036 3.2931
C -1.0100 -4.8961 -0.9402
C 0.2664 -5.6946 -0.9595
O 1.3585 -4.7679 -0.7282
C 2.5954 -5.2408 -0.9139
C 3.6560 -4.1763 -0.8237
O 2.8507 -6.4083 -1.0996
H -1.1351 -4.3138 -0.0282
H -1.8434 -5.5983 -1.0436
H -1.1310 -4.2181 -1.7904
H 0.2574 -6.3794 -0.1127
H 0.4320 -6.1906 -1.9109
H 4.4925 -4.4114 -1.4703
H 3.9740 -4.1419 0.2202
H 3.2438 -3.2044 -1.0935
C -2.6603 3.9478 -2.1578
C -1.6313 3.2191 -1.3069
O -0.2985 3.2824 -1.8112
C 0.3148 4.4762 -1.7605
C 1.7027 4.4250 -2.3332
O -0.1819 5.4700 -1.3092
H -2.6662 5.0209 -1.9966
H -3.6530 3.5472 -1.9403
H -2.4950 3.7354 -3.2192
H -1.6770 3.6384 -0.2940
H -1.9074 2.1789 -1.1843
H 2.4269 4.6449 -1.5486
H 1.7735 5.2252 -3.0692
H 1.9486 3.4674 -2.7800
C -4.2936 -1.9924 1.3984
C -4.3848 -2.6609 0.0420
O -5.7543 -3.0141 -0.1868
C -5.9805 -3.8963 -1.1746
C -7.4508 -4.1465 -1.3534
O -5.0982 -4.4468 -1.7815
H -3.2401 -1.9363 1.6800
H -4.7776 -2.6085 2.1576
H -4.7220 -0.9935 1.3786
H -4.0730 -1.9498 -0.7244
H -3.7888 -3.5719 0.0280
H -7.5895 -5.1194 -1.8194
H -7.8899 -3.4062 -2.0211
H -7.9490 -4.1327 -0.3879
C 2.3575 -4.5579 -4.5703
C 1.8046 -3.1569 -4.4840
O 2.6158 -2.2361 -5.2172
C 3.5899 -1.6026 -4.5558
C 4.3526 -0.6515 -5.4385
O 3.7767 -1.7035 -3.3699
H 3.1868 -4.7141 -3.8712
H 2.7044 -4.8105 -5.5704
H 1.6532 -5.3322 -4.2531
H 0.8111 -3.1356 -4.9346
H 1.6954 -2.8430 -3.4468
H 5.1397 -1.1881 -5.9694
H 4.8569 0.0722 -4.8050
H 3.6531 -0.1827 -6.1257
C 0.6081 0.2216 -6.3153
N -0.1914 0.9183 -5.3248
C 0.5147 1.4133 -4.1649
C -1.4672 1.2922 -5.5527
O -2.0957 2.0605 -4.8601
H 0.0177 -0.0875 -7.1751
H 1.1126 -0.6090 -5.8241
H 1.3729 0.8988 -6.7206
H 0.9614 2.3962 -4.3784
H -0.1957 1.6062 -3.3629
H 1.3095 0.7326 -3.8650
H -1.8627 0.8031 -6.4617
C -3.4827 2.0920 8.7872
N -2.9072 2.5414 7.5351
C -2.6348 3.9494 7.3936
C -2.7017 1.6927 6.5076
O -2.2629 2.0110 5.4208
H -3.7532 1.0408 8.7160
H -4.3649 2.6876 9.0261
H -2.7700 2.1983 9.6102
H -3.4534 4.5295 7.8326
H -1.7277 4.2593 7.9188
H -2.5824 4.2140 6.3417
H -2.9595 0.6557 6.7838
C -5.0703 2.7324 1.0850
N -5.0329 3.5177 2.2902
C -3.9529 3.2173 3.2199
C -5.9287 4.4891 2.5489
O -5.9373 5.1892 3.5406
H -5.2230 1.6735 1.3174
H -4.1091 2.7967 0.5717
H -5.8792 3.0699 0.4393
H -4.1998 3.6663 4.1734
H -3.7929 2.1435 3.2924
H -3.0044 3.5956 2.8190
H -6.6789 4.5682 1.7411
C 0.9245 -2.7050 2.5324
N 1.0658 -3.2085 3.8897
C 0.0893 -2.7958 4.8495
C 2.1802 -3.8909 4.2671
O 2.4391 -4.2375 5.3962
H 1.2731 -1.6772 2.4309
H -0.1333 -2.7238 2.2539
H 1.4289 -3.3202 1.7851
H -0.9181 -2.8994 4.4302
H 0.1591 -3.4325 5.7277
H 0.1921 -1.7387 5.1209
H 2.8314 -4.1083 3.4043
```


No. 2
# C36H36F3N4OP2SW

A molecular structure, C36H36F3N4OP2SW (ωB97M-V with the def2-TZVPD basis set, the OMol25 dataset).

The calculation puts the energy relative to the best compared isomer or geometry (same formula, charge and spin) at 0.0 kJ/mol. As for the total energy: -3134.5005 a.u. As for the net charge: +3. The calculation puts the frontier orbital gap at 0.26006 Ha. The value obtained for the LUMO energy is -9.80 eV. As for the multiplicity: 1.

XYZ file:
```
84
C36H36F3N4OP2SW | the OMol25 dataset | ωB97M-V with the def2-TZVPD basis set
W -0.3682 0.7776 0.3081
F -4.2052 4.9069 -2.5909
C -3.8408 3.7894 -1.9823
F -4.6459 3.5766 -0.9359
F -3.9991 2.7629 -2.8325
C -2.3980 3.8551 -1.5247
C -1.5760 4.9479 -1.7821
C -0.2486 4.9348 -1.3730
C 0.2435 3.8173 -0.7290
N -0.5621 2.7846 -0.4380
C -1.8563 2.8085 -0.8149
S -2.5228 1.2329 -0.3448
H -1.9811 5.8063 -2.3034
H 0.3984 5.7787 -1.5641
H 1.2798 3.7350 -0.4279
N 0.2540 -1.3465 -1.8380
P -0.6575 -1.5301 -0.4272
C -2.1929 -2.3494 -0.8007
C -2.2118 -3.3731 -1.7519
C -3.3895 -4.0576 -1.9969
C -4.5426 -3.7329 -1.2907
C -4.5243 -2.7262 -0.3352
C -3.3497 -2.0319 -0.0892
C 0.2575 -2.5295 0.7549
C 1.6490 -2.4166 0.8305
C 2.3499 -3.1656 1.7625
C 1.6665 -4.0175 2.6242
C 0.2822 -4.1233 2.5581
C -0.4274 -3.3812 1.6251
P 0.7837 0.2544 -1.8444
C 0.1140 1.0673 -3.2886
C -1.1328 0.6726 -3.7832
C -1.6826 1.3376 -4.8656
C -0.9989 2.3992 -5.4481
C 0.2352 2.8004 -4.9515
C 0.7963 2.1392 -3.8701
C 2.5563 0.4011 -1.8523
C 3.2919 0.0075 -2.9732
C 4.6735 0.0978 -2.9472
C 5.3195 0.5887 -1.8177
C 4.5913 0.9907 -0.7047
C 3.2096 0.8918 -0.7211
H 0.4026 -2.0380 -2.5646
H -1.3165 -3.6509 -2.2965
H -3.4098 -4.8479 -2.7348
H -5.4604 -4.2709 -1.4863
H -5.4243 -2.4800 0.2115
H -3.3403 -1.2484 0.6607
H 2.1917 -1.7868 0.1325
H 3.4306 -3.1149 1.7951
H 2.2188 -4.6233 3.3312
H -0.2419 -4.8103 3.2094
H -1.5019 -3.4984 1.5471
H -1.6689 -0.1558 -3.3335
H -2.6398 1.0264 -5.2612
H -1.4267 2.9088 -6.3013
H 0.7699 3.6158 -5.4200
H 1.7697 2.4404 -3.5016
H 2.7928 -0.3570 -3.8638
H 5.2490 -0.2069 -3.8106
H 6.3985 0.6663 -1.8096
H 5.1048 1.3849 0.1622
H 2.6343 1.2105 0.1455
C -1.9287 -0.1132 3.3762
N -0.5940 -0.2151 3.9621
C -0.4783 -0.7446 5.3371
C 0.8939 -1.3498 5.5395
C 1.9617 -0.3470 5.1604
N 1.6991 0.1837 3.8063
C 2.8443 0.6932 3.0505
C 0.4821 0.1738 3.3064
O 0.3357 0.5991 2.0499
H -2.0936 -0.9025 2.6395
H -2.0897 0.8665 2.9267
H -2.6544 -0.2286 4.1765
H -1.2573 -1.4949 5.4572
H -0.6736 0.0656 6.0427
H 0.9955 -2.2479 4.9270
H 1.0170 -1.6396 6.5816
H 2.9438 -0.8157 5.1311
H 2.0053 0.4906 5.8593
H 3.2409 -0.0737 2.3832
H 3.6121 0.9751 3.7661
H 2.5678 1.5803 2.4869
```